Below is an isolated molecule of C5H6O2, with properties calculated with ωB97M-V with the def2-TZVPD basis set.

CARTESIAN COORDINATES (ANGSTROEM)
O 1.0998 3.3995 -1.0977
O 0.7274 -2.8498 0.1902
C -0.5515 -2.2800 0.3777
C -0.4338 -0.8291 0.3862
C -0.0665 0.3184 0.3872
C 0.6388 2.2884 -1.0338
C -0.1003 1.7553 0.1746
H -1.1832 -2.6047 -0.4557
H 0.6383 1.5994 -1.9020
H -1.0302 -2.6167 1.3084
H -1.1515 1.7761 -0.1351
H 0.0839 2.3730 1.0595
H 1.3288 -2.3298 0.7404

## Properties
E_HOMO, eV: -9.935
SMILES string: O=CCC#CCO
Maximum force, eV/Å: 1.04
2S+1: 1
Energy above the lowest of the compared OMol25 structures with the same formula, charge and spin, kJ/mol: 261.3
DFT total energy, a.u.: -344.5024



Below is a structure of composition C30H47BrCuN4OP2, with properties calculated with ωB97M-V with the def2-TZVPD basis set.

CARTESIAN COORDINATES (ANGSTROEM)
Br 1.3020 3.4404 -3.6828
Cu 0.9081 -0.0313 -0.3264
P 2.6917 0.4422 -1.6069
P -0.0898 -1.9422 -0.7391
O -0.9702 -0.2673 1.9323
N -5.1119 -1.2081 3.3044
N 1.2930 0.1256 1.7420
N 3.6183 0.3850 1.7080
N 0.2530 -0.1861 3.8459
C 2.4290 0.3490 2.4068
C -3.6490 1.9343 0.8879
C -4.3395 -0.2391 3.8131
C -0.9714 -0.4295 4.5942
C 3.2050 0.5683 -4.4594
C 0.0039 -2.5568 -2.4769
C -1.5645 3.2829 -0.6769
C -2.6019 2.5022 -1.2559
C -3.8926 0.8339 3.0430
C -1.8945 -2.0032 -0.3334
C 2.4647 0.6004 3.7948
C -4.9964 -0.1722 1.1341
C 4.0098 3.0662 -1.6684
C -4.2477 0.9042 1.6762
C -0.3594 3.4430 -1.3448
C 0.5564 -3.4174 0.1302
C -1.2894 2.2585 -3.2882
C -2.4811 2.0848 -2.6036
C 3.0904 2.1226 -0.9186
C 0.1387 -0.1055 2.4644
C 1.3350 0.3166 4.5008
C 2.1559 0.3941 -3.3643
C -0.2235 2.8747 -2.6108
C -3.6879 1.9603 -0.4708
C 2.0465 -3.7195 0.0073
C -0.9305 -1.8229 -3.4363
C -5.4359 -1.1805 2.0039
C 5.5422 0.0746 -1.7986
C 4.1959 -0.6199 -1.6682
C -2.3467 -2.8882 0.8217
H 2.3671 -3.8398 -1.0336
H 3.3766 0.9196 4.2904
H -3.0900 2.7087 1.4291
H -3.2664 1.5988 3.4914
H 4.0949 3.9927 -1.0932
H -2.1481 -0.9597 -0.1049
H -2.0420 -2.4568 1.7819
H -4.0714 -0.2949 4.8738
H 3.5783 3.3440 -2.6345
H -6.0870 -1.9845 1.6398
H 4.1637 -1.2482 -0.7654
H 1.4067 1.2014 -3.4558
H -5.2351 -0.2288 0.0706
H -1.9588 -3.9094 0.7591
H 5.0200 2.6753 -1.8113
H -0.6968 -0.6554 5.6270
H -0.2211 -3.6348 -2.4531
H 1.2007 0.4503 5.5765
H -3.4396 -2.9386 0.8249
H 3.4704 1.9255 0.0968
H -1.7083 3.7179 0.3130
H 1.5907 -0.5428 -3.5064
H 3.7627 -0.3601 -4.6322
H 2.6739 -2.9529 0.4785
H 2.6901 0.8156 -5.3965
H 5.7679 0.7197 -0.9453
H 3.9131 1.3797 -4.2546
H 2.2402 -4.6646 0.5252
H 4.4289 0.4431 2.3053
H 5.6252 0.6692 -2.7117
H -4.5164 1.5202 -1.0357
H -1.1882 1.9175 -4.3064
H -1.9376 -2.2538 -3.3983
H 3.7352 -0.3258 0.9832
H -3.3210 1.5737 -3.0669
H -1.5249 -1.2694 4.1721
H 6.3366 -0.6762 -1.8489
H -1.0048 -0.7491 -3.2176
H -0.0246 -4.2664 -0.2616
H 0.4677 3.9884 -0.8950
H -2.4266 -2.2772 -1.2540
H 4.0648 -1.3149 -2.5099
H -1.6085 0.4547 4.5712
H 0.2755 -3.2723 1.1820
H 2.1139 2.6071 -0.7713
H -0.5637 -1.9342 -4.4630
H 1.0570 -2.4562 -2.7815

## Properties
E_HOMO (spin up / spin down), eV: -12.524 / -12.521
<S²>: 0.755
Net charge: +2
Maximum force, eV/Å: 2.75
2S+1: 2
Energy above the lowest of the compared OMol25 structures with the same formula, charge and spin, kJ/mol: 0.0
DFT total energy, a.u.: -6362.2826



Below is a structure of composition C4H30CdF12N2O23S4, with properties calculated with ωB97M-V with the def2-TZVPD basis set.

CARTESIAN COORDINATES (ANGSTROEM)
Cd -0.5199 -1.7075 -0.9894
S 0.1942 -4.3888 -2.6779
S -0.1119 -2.1996 -4.2601
S -0.4683 0.3717 1.4508
S 1.6896 0.7968 0.0248
F -2.3786 2.1665 1.7575
F 2.4999 -1.1925 -1.5335
F 1.9636 0.6310 -2.5793
F -1.7880 1.8589 -0.2783
F 2.5389 -4.1604 -1.4456
F -2.6551 -2.8764 -3.6266
F 3.8474 0.4861 -1.4779
F 2.6703 -3.8953 -3.5745
F -2.4775 -1.3704 -5.1388
F 2.3723 -5.8692 -2.7226
F -2.9833 0.3492 0.7202
F -2.0073 -3.4601 -5.5977
O -3.1226 0.8038 4.8080
O 3.9344 0.6400 3.8311
O 0.6169 -3.0159 0.3152
O 5.1276 3.1559 0.2151
O -0.2641 -4.8978 -1.4046
O -0.8365 -0.8649 2.0856
O 4.8853 -1.5200 1.1573
O -0.5878 2.9618 -4.4073
O 0.7096 -2.8654 -5.2055
O 2.4906 -2.0268 2.5438
O -2.2471 -2.3746 0.0251
O -3.3240 5.0932 0.5733
O -3.8203 -1.8281 3.4776
O -2.0141 -0.4156 -2.0612
O 0.1640 1.3650 2.2774
O -4.8775 2.6926 3.1316
O 0.3805 3.8082 -2.0415
O 0.0626 -0.7692 -4.2670
O -0.3843 -5.0391 -3.8160
O -0.9597 4.9030 2.5833
O 2.5656 0.4193 1.1004
O 1.5923 3.5553 4.3327
O 1.4393 2.2073 -0.1662
N 0.3583 -0.0640 -0.0279
N -0.0135 -2.6924 -2.7054
C 2.0717 -4.5824 -2.6268
C -2.0204 1.2563 0.8851
C -1.9397 -2.4970 -4.7045
C 2.5704 0.1420 -1.5203
H 1.3861 4.2249 3.6737
H 0.6216 3.4880 -1.1491
H -3.1909 -0.0738 4.4161
H 2.8955 -2.6676 3.1370
H -3.0914 -2.4826 -0.4285
H 4.3837 -0.1819 3.6167
H 3.2042 0.6804 3.2019
H 1.0647 2.7940 4.0707
H -3.6557 4.2200 0.3433
H -1.7759 4.3982 2.5046
H -5.4407 2.7076 3.9140
H -4.5331 -2.1881 2.9407
H 5.4324 2.4916 -0.4094
H -0.3637 2.0495 -4.6084
H 0.9904 -3.8998 0.4062
H -0.0546 3.1784 -3.6194
H 0.0274 4.6924 -1.9003
H 5.1304 -1.1886 0.2864
H -2.4010 -2.6821 0.9255
H -1.9890 0.4518 -2.4962
H -0.5342 4.8136 1.7255
H 5.1598 -2.4448 1.1531
H -3.0548 -2.3816 3.2906
H -5.4934 2.6939 2.3926
H -2.5038 5.1812 0.0777
H 3.1649 -1.8572 1.8597
H -2.9122 -0.7381 -2.1992
H 5.3249 2.7844 1.0826
H -3.5812 1.4009 4.2058
H 0.8460 -2.5550 1.1468

## Properties
E_HOMO, eV: -10.166
Maximum force, eV/Å: 4.54
2S+1: 1
DFT total energy, a.u.: -4969.2672



Below is a structure of composition C28H29F5InN4Si, with properties calculated with ωB97M-V with the def2-TZVPD basis set.

CARTESIAN COORDINATES (ANGSTROEM)
In -0.1891 -0.3687 0.6304
Si -0.5957 1.2537 3.6097
F -0.5003 -4.2463 -1.5748
F 1.1012 -3.5604 -0.3045
F 0.5435 -2.4161 -2.0706
F -1.2934 -3.1102 0.8201
F -1.9964 -2.1475 -1.0226
N -0.1045 1.6185 -0.3925
N 0.0347 -0.1005 2.6801
N 2.2576 0.3350 0.0102
N -2.4706 0.3790 0.1838
C -2.0646 0.7924 4.6739
C -1.3359 3.5142 -1.1175
C -4.7111 -0.1408 -0.3939
C 0.9921 2.3635 -0.2342
C -1.2516 2.1685 -0.8049
C 3.4335 -0.2927 0.1575
C -0.9009 -2.3295 -0.2264
C -4.6670 0.7470 -1.4465
C 2.1143 -3.2865 4.5595
C 4.5571 0.3728 0.6496
C 0.7289 -1.1489 3.3147
C 0.6987 -1.3351 4.7061
C -3.5221 1.5126 -1.6382
C 0.9706 3.7208 -0.5229
C 3.5721 -1.7151 -0.2824
C -1.1472 2.6163 2.4446
C 4.4734 1.7040 0.9864
C -3.6171 -1.2599 1.5754
C 0.0712 -3.1655 -1.0601
C -3.5877 -0.3157 0.4139
C 2.2231 1.6637 0.2134
C -2.4588 1.3092 -0.7848
C 1.3881 -2.3729 5.3096
C 3.2886 2.3756 0.7306
C -0.2040 4.2973 -0.9717
C 0.7745 2.0213 4.6304
C 1.4569 -2.0900 2.5831
C 2.1301 -3.1417 3.1826
H -3.4585 2.2385 -2.4362
H 3.3814 -2.4053 0.5376
H -2.2792 3.9457 -1.4173
H 2.8821 -1.9320 -1.0915
H 1.3387 -2.4761 6.3862
H 0.1126 -0.6746 5.3275
H -3.8105 -2.2790 1.2419
H 2.6624 -3.8578 2.5682
H 1.4992 -1.9926 1.5019
H -5.5146 0.8619 -2.1085
H -5.6012 -0.7199 -0.1891
H -0.2411 5.3560 -1.1898
H 5.3219 2.2294 1.4034
H 2.6456 -4.0980 5.0363
H -2.5887 1.7001 4.9834
H 0.3663 2.8047 5.2742
H -2.6753 -1.2416 2.1217
H 5.4855 -0.1715 0.7506
H -1.4107 3.4848 3.0529
H 1.3013 1.3093 5.2641
H 1.8605 4.3206 -0.4180
H -0.3403 2.9251 1.7775
H -2.0265 2.3528 1.8549
H -4.4205 -0.9749 2.2562
H -1.7699 0.2627 5.5801
H 4.5880 -1.8960 -0.6290
H 1.5097 2.4833 3.9664
H 3.2028 3.4291 0.9483
H -2.7774 0.1590 4.1425

## Properties
E_HOMO, eV: -10.131
Net charge: +1
Maximum force, eV/Å: 0.42
2S+1: 1
DFT total energy, a.u.: -2282.2910



Below is a structure of composition C22H22BeN4O4Si, with properties calculated with ωB97M-V with the def2-TZVPD basis set.

CARTESIAN COORDINATES (ANGSTROEM)
Si 1.2472 0.5724 -2.7457
O -3.3331 -6.1264 -0.4875
O 0.8597 -1.8127 0.9394
O -0.8379 -0.4231 -0.4446
O -2.2533 -7.1272 1.0803
N 1.6366 -0.4639 -1.4068
N 1.2811 0.8089 1.0923
N -2.4571 -6.1739 0.3548
N -0.1095 2.4517 5.3587
C 2.5052 1.2966 0.9245
C 2.5311 -1.5011 -1.5794
C -0.4428 -5.1318 1.2799
C 1.1647 1.8785 3.2120
C -1.1484 -2.7105 0.0661
C 2.4610 2.3758 3.0499
C 0.4408 2.1786 4.3922
C 2.9002 1.1186 -3.5485
C 0.0574 -0.2133 -4.0333
C 4.4138 -3.5714 -1.8634
C -1.9630 -3.8346 -0.0877
C 0.3653 2.0900 -2.0061
C 0.0749 -2.8056 0.8146
C 2.6871 -2.1820 -2.7918
C 3.3411 -1.9042 -0.5097
C 0.6150 1.0971 2.1956
C 3.1334 2.0845 1.8768
C -1.5127 -1.4634 -0.5021
C 3.6036 -3.2040 -2.9257
C 4.2759 -2.9082 -0.6537
C 0.3818 -4.0573 1.4223
C -1.6197 -5.0255 0.5131
Be 0.7543 -0.5165 -0.0093
H 0.5785 -0.6090 -4.9015
H 4.9150 -3.1637 0.1824
H -0.3834 0.6964 2.2766
H 0.7737 2.3642 -1.0406
H 3.2608 2.0574 -3.1372
H -0.6727 0.5058 -4.3946
H -0.2016 -6.0834 1.7311
H -0.4954 -1.0358 -3.5853
H 3.6831 -3.7168 -3.8747
H -2.4745 -1.4238 -1.0351
H 0.4533 2.9520 -2.6578
H 2.9120 2.9717 3.8296
H 1.3019 -4.1357 1.9828
H -0.6890 1.8859 -1.8668
H 4.1303 2.4590 1.7066
H 2.0637 -1.9112 -3.6283
H 2.7940 1.2572 -4.6190
H 2.9750 1.0328 -0.0100
H -2.8688 -3.7710 -0.6714
H 3.2190 -1.4114 0.4419
H 3.6791 0.3787 -3.3913
H 5.1496 -4.3529 -1.9838

## Properties
E_HOMO, eV: -7.409
Maximum force, eV/Å: 1.21
2S+1: 1
DFT total energy, a.u.: -1675.8844



Below is a cluster of 9 separate species, C32H63B2BrCl16N4O4PS in total, with properties calculated with ωB97M-V with the def2-TZVPD basis set.

CARTESIAN COORDINATES (ANGSTROEM)
Br 5.5997 0.6431 -1.3894
Cl -6.0215 1.9708 -1.3378
Cl 1.0486 3.7542 5.8745
Cl -4.8797 -6.7193 4.2986
Cl -2.2594 -10.6236 3.5970
Cl 3.3755 -2.3309 1.2099
Cl -2.4717 -4.1416 0.0436
Cl -0.9849 -1.6682 -1.7825
Cl -7.6149 -1.0433 -4.3751
Cl -0.8227 -10.5604 6.6965
Cl -6.8273 -8.9007 4.2386
Cl 4.8252 -2.2864 4.3024
Cl -4.6278 -3.6270 5.7295
Cl -2.3260 3.7407 6.3979
Cl -5.0189 -9.7709 7.0023
Cl -6.1221 1.4301 -6.1993
Cl -2.7844 1.1164 -2.0163
S 1.3476 1.6944 -2.9531
P 2.3698 5.0525 -2.7212
O 5.9460 1.1057 -4.2681
O 1.5361 2.5005 2.3599
O -0.0495 4.3876 1.9692
O 2.0815 -2.1167 -3.2558
N 3.7216 1.8473 -5.1265
N 3.2908 4.1190 -1.5540
N 2.4116 1.9494 -0.5002
N 1.9597 4.1899 0.4328
C 3.8827 0.8343 -6.2186
C 2.8160 1.3027 -1.8339
C -7.2497 -1.0673 -6.1189
C 3.1674 -1.0935 2.4754
C 2.6592 -0.2964 -1.5083
C -2.1053 -4.1679 -1.6998
C 7.1563 3.7045 -1.8265
C 3.7909 3.2608 -5.6207
C -0.8238 -3.4257 -2.0264
C -2.4767 -9.3812 4.8557
C -6.7918 -9.6418 6.8766
C 8.3153 3.3570 -2.3571
C 4.4343 -0.8807 3.2817
C -0.1226 4.6254 3.4116
C -7.3001 -10.0565 5.5093
C 4.2314 1.7951 -2.3569
C -4.0031 -4.1265 4.1376
C 2.9457 -1.2946 -2.7406
C 0.0173 6.7084 -2.1408
C -1.2142 -9.1604 5.6665
C -5.9666 -0.3274 -6.4457
C -1.0633 3.2060 7.5348
C -5.4588 0.6905 -2.4415
C -4.1905 0.0238 -1.9452
C 0.5126 5.1535 -2.3529
C 2.5222 3.4064 -0.5405
C 5.7031 3.7344 -1.0912
C 3.1510 6.7872 -2.9376
C -4.9027 -5.1457 3.4638
C 0.2001 4.0362 7.4176
C 4.4766 3.3939 -2.0810
C 4.6969 6.7215 -3.4599
B 1.1725 3.6814 1.6060
B 4.5821 1.5787 -3.9382
H 5.6958 3.1894 -0.0823
H 0.1361 4.4626 -1.5166
H -7.0746 -8.6143 7.1159
H 3.6888 3.2164 -6.7831
H -2.9912 -4.5132 4.2769
H -3.9534 -0.8375 -2.5740
H 2.0915 5.2260 0.3776
H 1.4173 1.6269 -0.4172
H 9.4602 3.2704 -2.4922
H -2.7546 -8.4577 4.3436
H 1.9076 2.7721 3.2325
H 2.5629 7.4208 -3.7067
H 4.7292 3.8470 -5.3088
H -7.2115 -10.2972 7.6430
H -0.0330 3.6801 4.0656
H -3.3139 -9.6838 5.4897
H -0.5645 -3.5768 -3.0764
H 2.8079 3.7816 -5.2671
H -1.1730 5.0808 3.6303
H 4.7557 1.1311 -6.9050
H 4.1046 -0.2005 -5.7333
H 0.8961 3.7673 8.2152
H 0.6586 5.4264 3.6723
H 1.5193 -0.4237 -1.2720
H 5.5682 4.8642 -0.8188
H 2.8901 -0.1656 1.9685
H -5.9382 -4.8010 3.4196
H -2.9610 -3.7466 -2.2321
H -2.0093 -5.2173 -1.9870
H 5.1472 7.7831 -3.6332
H 6.4182 1.9199 -4.5991
H 4.7442 6.1934 -4.4845
H -0.8675 2.1474 7.3502
H -3.9410 -3.2240 3.5251
H -4.2960 -0.3257 -0.9159
H 3.1705 7.3970 -1.9525
H -8.3918 -10.0919 5.5145
H -5.7092 -0.4780 -7.4964
H 2.3323 -1.3963 3.1109
H 5.3939 6.1546 -2.7350
H 0.1887 1.3445 -2.2192
H -7.1565 -2.1165 -6.4079
H -0.1129 7.1420 -3.2155
H -8.1048 -0.6433 -6.6496
H 4.7496 3.9121 -3.0924
H 0.0113 -3.7770 -1.4165
H 0.7936 7.3574 -1.5989
H -0.3535 -8.9613 5.0241
H -5.3203 1.1329 -3.4306
H 2.8929 0.6905 -6.8152
H 4.3076 -0.0280 3.9527
H -1.3468 -8.3049 6.3327
H -4.5602 -5.3248 2.4420
H -1.4795 3.3047 8.5397
H -6.2626 -0.0454 -2.5083
H -5.1318 -0.6822 -5.8368
H -6.9292 -11.0437 5.2251
H -0.9788 6.7333 -1.5718
H -0.0116 5.1045 7.4970
H -0.0299 4.8026 -3.3234
H 3.1708 -0.6081 -0.5067
H 5.2927 -0.6814 2.6363
H 3.9918 -1.2637 -3.2464

## Properties
E_HOMO, eV: -10.728
Net charge: +1
Maximum force, eV/Å: 6.78
2S+1: 1
DFT total energy, a.u.: -12503.0387